The following is a DFT calculation (the ωB97M-V functional and the def2-TZVPD basis) of one molecule with the formula C10H16N2O5.

- M: 244.2 g mol⁻¹
- HOMO level: -9.802 eV
- Frontier orbital gap: 10.08 eV
- Lowest unoccupied orbital energy: 0.010 Ha
- Energy relative to the best compared isomer or geometry (same formula, charge and spin): 3.3 kcal per mole

Geometry as XYZ:
```
33
C10H16N2O5 the ωB97M-V functional and the def2-TZVPD basis
C -0.94 -0.71 -0.03
C 0.31 0.08 0.40
C -2.19 0.18 0.08
C -3.43 -0.50 -0.49
C -4.74 0.24 -0.24
C 2.75 0.13 0.64
C 3.17 1.40 -0.14
C 3.77 -0.99 0.49
C 3.30 -1.72 -0.76
C 1.76 -1.70 -0.64
H -1.68 -2.60 0.41
H -1.23 -1.71 1.68
H -0.83 -1.03 -1.07
H -2.31 0.44 1.15
H -1.96 1.09 -0.45
H -3.31 -0.65 -1.58
H -3.58 -1.48 -0.10
H -3.83 1.89 -0.53
H 2.56 0.46 1.69
H 3.72 -1.65 1.38
H 4.78 -0.63 0.41
H 3.67 -2.76 -0.84
H 3.60 -1.15 -1.63
H 1.27 -1.63 -1.63
H 1.38 -2.53 -0.07
H 1.51 2.15 0.46
N -0.98 -1.94 0.77
N 1.52 -0.44 0.08
O 0.21 1.14 1.01
O -5.76 -0.34 0.02
O -4.71 1.57 -0.32
O 4.20 1.46 -0.76
O 2.31 2.42 -0.08
```